(1)
The molecule C6H11N3O2 at a distorted geometry. Source: the Open Molecules 2025 dataset; level of theory: ωB97M-V/def2-TZVPD.

```
22
Properties=species:S:1:pos:R:3:nbo_charge:R:1
C -0.77491 1.73267 -0.84814 0.295
C 1.03193 -0.94192 -0.93073 0.530
C -1.76261 0.90160 0.00894 -0.420
C -1.25345 -0.53209 0.21098 -0.484
C 0.25197 -0.66351 0.22077 0.127
C 1.01111 -0.43553 1.48382 -0.694
N -0.01135 2.54467 -0.21433 0.034
N -0.69335 1.59519 -2.26993 -0.831
N 2.35819 -1.00662 -0.83533 -0.799
O 0.74181 3.53736 -0.14438 -0.328
O 0.50462 -1.11494 -2.05772 -0.665
H -1.90415 1.38929 1.11573 0.218
H -2.74354 1.13909 -0.34663 0.243
H -1.79551 -0.95821 1.09165 0.229
H -1.50929 -1.15920 -0.67187 0.250
H 1.66263 0.41162 1.29122 0.237
H 1.51611 -1.46857 1.63823 0.230
H 0.36329 -0.06558 2.18131 0.229
H 0.06536 2.18162 -2.64390 0.376
H -0.39214 0.65263 -2.49883 0.410
H 2.76604 -0.90265 0.06049 0.394
H 2.86580 -1.37152 -1.63556 0.418
```

Properties
- E_HOMO (alpha / beta) (eV) = -8.31 / -8.38
- LUMO (alpha / beta) (eV) = 0.37 / -0.96
- Kohn-Sham gap (alpha / beta) (eV) = 8.7 / 7.4

=====

(2)
A structure of composition C30H45N4O4SbZr at a distorted geometry. Source: the Open Molecules 2025 dataset; level of theory: ωB97M-V/def2-TZVPD.

```
85
Properties=species:S:1:pos:R:3:mulliken_charge:R:1
Zr 0.75524 -0.13034 0.06613 0.416
N 0.44579 -1.27217 2.25199 0.126
C 1.55797 -1.26929 3.18520 -0.763
C 2.79385 -1.42037 2.25023 -0.036
O 3.81355 -1.95022 2.64293 -0.699
N 2.58756 -0.87645 1.00461 0.046
C 3.12896 -1.73237 -0.08007 -0.443
C 2.62430 -1.34873 -1.50521 0.345
O 3.47238 -1.15486 -2.35407 -0.706
O 1.31700 -1.33241 -1.69972 -0.559
H 0.16095 -2.24366 2.18938 -0.232
H -0.45653 -0.90242 2.51278 0.666
H 1.62852 -0.32600 3.72896 0.430
H 1.50486 -2.09909 3.88550 0.471
H 4.21694 -1.71115 -0.12359 0.330
H 2.83410 -2.78268 0.05071 0.355
C 2.46030 2.58555 2.22516 -1.025
C 3.39168 2.84491 1.07687 1.097
C 4.58757 3.52182 1.31673 -1.158
C 5.49560 3.78395 0.30808 -0.952
C 5.22360 3.36334 -0.98419 -1.009
C 4.04653 2.68766 -1.27214 0.876
C 3.76901 2.22320 -2.67889 -1.110
C 3.13061 2.45888 -0.23391 -0.359
N 1.94069 1.75178 -0.65743 1.113
C 0.95825 2.45853 -1.05846 1.284
C 0.90934 3.95667 -1.00666 -1.690
C -0.23237 1.82279 -1.77422 0.862
C -0.55340 2.41759 -3.11801 -1.542
N -0.98162 0.93655 -1.21279 0.503
C -2.21734 0.70050 -1.92966 -0.843
C -3.27813 1.50700 -1.49858 1.048
C -3.08261 2.49098 -0.37373 -1.432
C -4.50488 1.38931 -2.13719 -1.032
C -4.67658 0.47686 -3.16814 -0.983
C -3.61996 -0.32842 -3.55538 -1.359
C -2.37301 -0.24529 -2.93743 1.572
C -1.25745 -1.14906 -3.37312 -0.871
H 2.94212 2.87826 3.15772 0.527
H 2.19159 1.53470 2.28562 0.024
H 1.52774 3.14503 2.13210 0.224
H 4.80706 3.83742 2.32900 0.412
H 6.41831 4.30426 0.52948 0.423
H 5.93561 3.54922 -1.77860 0.437
H 4.66060 2.33356 -3.29368 0.470
H 2.97176 2.81343 -3.14328 0.140
H 3.47926 1.17184 -2.70625 0.071
H 1.38840 4.31205 -0.09773 0.443
H -0.12341 4.30466 -1.01957 0.454
H 1.42986 4.38178 -1.86787 0.274
H 0.34896 2.83041 -3.56993 0.476
H -1.28479 3.22215 -3.01078 0.258
H -0.96237 1.66539 -3.78411 0.467
H -2.54832 2.03917 0.46431 0.190
H -4.04552 2.84668 -0.00998 0.509
H -2.50866 3.36254 -0.70177 0.188
H -5.33190 2.01173 -1.81847 0.469
H -5.63607 0.38551 -3.66007 0.448
H -3.76023 -1.05230 -4.34878 0.444
H -1.62981 -1.88233 -4.08724 0.509
H -0.82686 -1.69122 -2.53222 0.059
H -0.44245 -0.60099 -3.84977 0.233
C -0.99901 -5.52386 2.60196 -1.170
C -1.94363 -4.85294 1.60155 -0.765
Sb -1.24808 -2.90144 1.00931 0.526
C -2.97907 -2.51234 -0.23648 0.199
C -4.33699 -2.85155 0.37900 -1.349
C -2.10577 -1.90257 2.88386 -1.167
C -1.29603 -1.82781 4.23033 -0.521
H -1.35446 -6.52381 2.85824 0.398
H -0.93445 -4.95234 3.52987 0.244
H 0.00803 -5.62247 2.19348 0.291
H -2.94074 -4.75401 2.02788 0.387
H -2.00769 -5.45879 0.69500 0.435
H -2.83313 -3.08943 -1.15207 0.501
H -2.95723 -1.45011 -0.48342 -0.590
H -4.42061 -3.91374 0.60957 0.303
H -5.14202 -2.60638 -0.31715 0.438
H -4.51035 -2.28562 1.29485 0.273
H -3.04720 -2.41035 3.09821 0.519
H -2.31228 -0.88090 2.55538 0.485
H -1.09243 -2.82655 4.61562 0.208
H -1.83208 -1.26870 4.99642 0.370
H -0.39947 -1.29182 3.92962 -0.018
O 0.16252 0.90171 1.49816 -0.881
```

Properties
- E_HOMO (eV) = -7.96
- LUMO (eV) = -0.56
- Kohn-Sham gap (eV) = 7.4

=====

(3)
A structure of composition C8H10HfN2O at a distorted geometry. Source: the Open Molecules 2025 dataset; level of theory: ωB97M-V/def2-TZVPD.

```
22
Properties=species:S:1:pos:R:3:nbo_charge:R:1
C -0.03629 -1.96876 -0.51822 -0.353
C -1.39092 -1.57263 -0.25900 -0.321
C -1.52255 -1.32440 1.14666 -0.353
C -0.25041 -1.56366 1.75937 -0.318
C 0.68010 -1.93176 0.72872 -0.359
Hf 0.11105 0.35764 0.19011 1.960
N 1.76816 0.53724 -0.79296 -0.954
C 0.65566 1.22826 -1.82259 -0.367
C -0.82955 1.17246 -1.51451 -0.897
H -2.45719 -1.12245 1.67162 0.251
H -2.21073 -1.59509 -0.97666 0.247
H -0.04945 -1.57144 2.83056 0.253
H 1.69415 -2.29679 0.88911 0.253
H 0.33998 -2.38067 -1.45464 0.252
H -1.36175 0.54455 -2.23116 0.240
H 0.98272 2.27865 -1.95213 0.211
H 2.72976 0.64948 -1.09982 0.400
H -1.26802 2.17286 -1.45921 0.249
H 0.85754 0.74478 -2.79539 0.219
O 0.81322 3.36059 3.37240 -0.550
C 0.51866 2.54993 2.56326 0.871
N 0.22587 1.73121 1.72449 -0.934
```

Properties
- E_HOMO (eV) = -8.75
- LUMO (eV) = 0.67
- Kohn-Sham gap (eV) = 9.4

=====

(4)
A structure of composition C3H6BrO3S at a distorted geometry. Source: the Open Molecules 2025 dataset; level of theory: ωB97M-V/def2-TZVPD.

```
14
Properties=species:S:1:pos:R:3:nbo_charge:R:1
C 1.06140 -0.74396 -0.89912 -0.670
C -0.58016 1.18104 -0.71901 -0.702
C -0.28459 -0.21871 -0.49989 -0.239
O 0.83810 0.64454 1.98050 -1.015
O 0.03352 -1.68890 2.04258 -0.988
O -1.65603 0.21808 2.10740 -0.990
S -0.27057 -0.28985 1.71956 2.278
Br -1.72050 -1.48125 -0.61656 -0.010
H 1.82198 -0.21672 -0.32032 0.239
H 1.40576 -0.47604 -1.98514 0.180
H 1.19043 -1.76788 -0.64704 0.233
H 0.34261 1.75780 -0.32451 0.241
H -1.44745 1.38444 -0.05420 0.258
H -0.73451 1.69743 -1.78423 0.184
```

Properties
- charge = -1
- E_HOMO (eV) = -4.48
- LUMO (eV) = 3.39
- Kohn-Sham gap (eV) = 7.9

=====

(5)
The molecule C8H12. Source: the Open Molecules 2025 dataset; level of theory: ωB97M-V/def2-TZVPD.

```
20
Properties=species:S:1:pos:R:3:nbo_charge:R:1
C 2.77539 0.29211 0.82152 -0.383
C 1.67693 0.28826 0.07610 -0.015
C 1.62442 1.05719 -1.21174 -0.644
C 0.47955 -0.53564 0.40225 -0.065
C 0.59238 -1.70270 1.04097 -0.362
C -0.82839 0.11952 0.15587 -0.222
C -1.95302 -0.48609 -0.20185 -0.152
C -3.28050 0.19578 -0.26716 -0.647
H 3.65714 0.84960 0.53145 0.194
H 2.85065 -0.27752 1.74192 0.197
H 1.01873 0.52641 -1.94895 0.220
H 2.60786 1.29730 -1.60386 0.222
H 1.11366 2.02344 -1.10325 0.217
H 1.57056 -2.09741 1.28124 0.198
H -0.24925 -2.36605 1.19242 0.197
H -0.76086 1.20576 0.18142 0.200
H -1.92518 -1.56531 -0.30650 0.195
H -4.04780 -0.41860 0.20324 0.218
H -3.60130 0.46084 -1.27839 0.219
H -3.32098 1.13311 0.29330 0.214
```

Properties
- E_HOMO (eV) = -8.44
- LUMO (eV) = 0.99
- Kohn-Sham gap (eV) = 9.4

=====

(6)
A structure of composition C13H16BN5OPtS3 at a distorted geometry. Source: the Open Molecules 2025 dataset; level of theory: ωB97M-V/def2-TZVPD.

```
40
Properties=species:S:1:pos:R:3:nbo_charge:R:1
Pt -1.12435 0.28886 -0.21725 0.742
O -0.69937 2.40275 -0.76917 -0.599
N -1.13396 2.69984 -2.00906 -0.013
C -0.88276 3.95833 -2.42020 0.028
C -1.11756 4.33612 -3.70820 -0.272
C -1.67762 3.41571 -4.58838 -0.188
C -2.03118 2.20057 -4.15847 -0.220
C -1.86194 1.84134 -2.76608 0.008
S -2.39724 0.37331 -2.16301 -0.147
H -0.43198 4.58176 -1.62444 0.241
H -0.95154 5.38025 -3.98327 0.233
H -1.68393 3.58754 -5.65820 0.227
H -2.52549 1.37755 -4.71542 0.242
C 3.11899 0.89985 -1.22358 -0.410
N 3.05011 -0.01280 -0.08815 -0.348
C 3.91314 -0.11993 0.95748 -0.064
C 3.41135 -1.08271 1.77871 -0.055
N 2.22323 -1.60647 1.19751 -0.481
B 1.50145 -2.89167 1.71014 0.206
N -0.03376 -2.62895 2.21847 -0.467
C -0.78478 -3.71674 2.60223 -0.031
C -2.05596 -3.33076 2.94102 -0.098
N -2.05586 -1.94509 2.75122 -0.345
C -3.17175 -1.02754 2.99890 -0.416
C -0.83400 -1.56580 2.30904 0.284
S -0.34051 0.10519 2.05425 -0.312
C 2.02671 -0.94032 0.06560 0.291
S 0.73354 -1.14909 -1.06331 -0.217
H 3.58048 0.42494 -2.13201 0.213
H 3.68202 1.77676 -0.94965 0.208
H 2.10100 1.20167 -1.46811 0.247
H 4.72681 0.58255 0.95652 0.226
H 3.71972 -1.52173 2.69594 0.235
H 2.17283 -3.34601 2.61660 -0.049
H 1.32002 -3.64578 0.79651 -0.034
H -0.37709 -4.70616 2.55839 0.229
H -2.94177 -3.76919 3.31846 0.225
H -3.74448 -1.48007 3.83909 0.211
H -3.70772 -0.88525 2.05122 0.220
H -2.71479 -0.06283 3.28870 0.248
```

Properties
- spin multiplicity = 3
- E_HOMO (alpha / beta) (eV) = -6.68 / -7.57
- LUMO (alpha / beta) (eV) = 0.52 / -0.81
- Kohn-Sham gap (alpha / beta) (eV) = 7.2 / 6.8

=====

(7)
A cluster of 13 separate species, C35H96O13 in total at a distorted geometry. Source: the Open Molecules 2025 dataset; level of theory: ωB97M-V/def2-TZVPD.

```
144
Properties=species:S:1:pos:R:3:mulliken_charge:R:1
C -4.59417 0.19361 0.85038 -0.525
O -5.40199 1.30043 1.10272 -0.526
H -5.21031 -0.65079 0.50751 0.396
H -3.93248 0.44635 0.01738 0.115
H -4.04017 -0.05739 1.75944 0.327
H -6.00466 1.11363 1.82900 0.255
C 2.42827 1.21137 3.22192 -0.510
O 3.57383 1.83602 2.68127 -0.690
H 2.55878 0.18692 3.62414 0.317
H 2.04433 1.76109 4.09433 0.464
H 1.62317 1.09074 2.46451 -0.064
H 3.55190 1.60620 1.73230 0.089
C -3.90445 -2.79647 -1.32873 -0.554
C -4.34750 -4.20441 -1.62289 0.413
C -3.46514 -5.23527 -0.90955 -0.976
O -5.62862 -4.48560 -1.17478 -0.562
H -2.87224 -2.63159 -1.63499 -0.303
H -3.87976 -2.66073 -0.24149 0.179
H -4.59832 -2.06373 -1.74365 0.597
H -4.31878 -4.35453 -2.72349 0.245
H -2.39890 -5.14693 -1.17060 -0.208
H -3.72425 -6.27579 -1.11398 0.428
H -3.61663 -5.05061 0.15245 0.340
H -6.18791 -3.89074 -1.68373 0.331
C -1.49890 1.83526 3.23541 0.020
C -1.85813 3.18720 3.92307 0.603
C -0.81045 3.58335 4.98420 -1.524
O -2.09058 4.22905 3.01227 -0.576
H -1.41759 1.09027 4.03341 0.415
H -0.52559 1.86488 2.73101 -0.430
H -2.25832 1.53570 2.50838 -0.211
H -2.82901 2.97454 4.42135 0.187
H 0.14684 3.67404 4.48040 0.259
H -0.76343 2.76683 5.70840 0.490
H -1.07940 4.48368 5.53890 0.348
H -2.59690 3.91779 2.22672 0.418
C -5.24175 4.49660 -0.51888 -1.522
C -3.79240 3.93202 -0.42811 0.814
C -2.72891 4.98974 -0.63993 -1.234
O -3.57964 3.36529 0.84410 -0.478
H -5.99881 3.72987 -0.34852 0.368
H -5.37512 4.88514 -1.53371 0.418
H -5.40305 5.34217 0.15327 0.313
H -3.63454 3.15695 -1.19478 0.118
H -1.72647 4.54440 -0.69270 0.073
H -2.74255 5.75447 0.13423 0.333
H -2.87930 5.37781 -1.65673 0.490
H -4.31809 2.73250 1.01752 0.122
C 2.13284 6.51345 1.45845 -1.644
C 0.80514 5.73262 1.38515 0.692
C 1.06729 4.27579 1.06885 0.004
O 0.16156 5.93284 2.61623 -0.586
H 2.71605 6.42473 0.52590 0.335
H 2.73837 6.12555 2.29184 0.363
H 1.94477 7.56906 1.60133 0.425
H 0.18870 6.15998 0.57586 0.095
H 0.13557 3.70323 1.06394 -0.388
H 1.78367 3.87362 1.78840 0.215
H 1.46158 4.15975 0.05404 0.137
H -0.62834 5.35346 2.67623 0.431
C 5.33420 -1.60355 0.35607 -0.976
C 4.51825 -2.48959 1.30042 0.092
C 3.05756 -1.97749 1.33399 0.595
O 4.45554 -3.81888 0.83430 -0.510
H 4.94103 -1.56388 -0.66047 0.143
H 6.36337 -1.98463 0.29337 0.495
H 5.29339 -0.59539 0.75332 0.124
H 4.98206 -2.44882 2.31399 0.240
H 2.48855 -2.55722 2.05676 -0.151
H 2.60972 -2.08505 0.34016 -0.240
H 3.05957 -0.92732 1.65418 -0.181
H 5.35278 -4.17146 0.83800 0.336
C -0.39011 -2.28387 -5.69134 -1.621
C -0.70580 -2.19812 -4.19233 0.503
C -0.27096 -3.41408 -3.40436 -0.952
O -0.10406 -1.07175 -3.59863 -0.111
H 0.70110 -2.34561 -5.76825 0.315
H -0.63254 -1.36892 -6.23041 0.395
H -0.84561 -3.14810 -6.17786 0.397
H -1.78081 -2.04514 -4.06941 0.297
H -0.61166 -3.37309 -2.36130 -0.083
H 0.81798 -3.47570 -3.36757 0.334
H -0.71276 -4.35945 -3.77844 0.436
H -0.59544 -0.24695 -3.80020 -0.043
C 4.81338 2.89345 -0.52202 -1.589
C 3.71411 2.03439 -1.12027 1.260
C 4.32074 1.01997 -2.14325 -1.456
O 3.20060 1.29583 -0.05766 1.580
H 5.31050 3.56068 -1.23573 0.389
H 5.47451 2.23219 0.05655 0.301
H 4.34415 3.52950 0.23964 0.296
H 2.92485 2.65313 -1.55847 -0.083
H 5.12553 0.45644 -1.66580 0.241
H 4.67711 1.56084 -3.02743 0.417
H 3.52299 0.30296 -2.40199 0.227
H 2.78881 0.47664 -0.40319 -0.705
C 0.64365 -5.25120 0.36648 -0.100
C 0.94554 -6.44772 -0.55627 0.318
C -0.13641 -7.49332 -0.53360 -1.192
O 1.06793 -6.10023 -1.90537 -0.546
H -0.28764 -4.84555 -0.03726 -0.213
H 1.40260 -4.47065 0.34033 -0.086
H 0.54012 -5.58513 1.41773 0.378
H 1.90024 -6.87692 -0.25612 0.348
H -1.04320 -6.98171 -0.86307 0.092
H -0.37044 -7.92588 0.45162 0.355
H 0.11916 -8.28314 -1.22728 0.377
H 1.73451 -5.41281 -1.99134 0.314
C 1.02205 2.06832 -6.68307 -1.477
C 0.79911 1.57759 -5.23619 0.949
C 1.46185 2.51312 -4.23630 -0.990
O -0.58105 1.35908 -4.91259 -0.572
H 0.65808 1.38964 -7.45240 0.371
H 2.10577 2.12361 -6.77067 0.378
H 0.63439 3.07417 -6.86812 0.355
H 1.25236 0.58536 -5.11012 0.041
H 2.53278 2.50215 -4.39058 0.328
H 1.19855 2.20332 -3.21547 -0.058
H 1.09853 3.55438 -4.28544 0.413
H -1.04442 2.20678 -5.01357 0.327
C 0.95604 -2.33133 6.18508 -1.570
C -0.03923 -1.96076 5.08493 0.987
C -0.01858 -2.94702 3.89288 -0.727
O -1.35650 -1.72601 5.55659 -0.583
H 0.84603 -1.61829 7.00587 0.409
H 1.97514 -2.32089 5.79729 0.356
H 0.77653 -3.34043 6.58105 0.378
H 0.25816 -0.98389 4.70047 -0.194
H -0.57519 -2.55559 3.04227 0.152
H -0.38937 -3.95722 4.09160 0.456
H 1.03981 -3.03364 3.62244 0.020
H -1.68698 -2.52871 5.98176 0.340
C -0.52944 1.18492 -0.67945 -0.215
C 0.07257 -0.14628 -0.19810 1.553
C -0.91754 -1.26554 -0.06236 -0.378
O 1.23694 -0.47273 -1.02476 -0.314
H -1.30531 1.50434 0.02283 0.014
H -0.88886 1.14317 -1.71732 0.091
H 0.23033 1.96362 -0.60891 -0.314
H 0.50791 0.00330 0.80309 -0.434
H -0.39636 -2.17006 0.28266 -0.075
H -1.40089 -1.47023 -1.01904 -0.389
H -1.64342 -0.95692 0.70184 0.252
H 0.89244 -0.47437 -1.94342 -0.111
```

Properties
- E_HOMO (eV) = -9.21
- LUMO (eV) = 0.15
- Kohn-Sham gap (eV) = 9.4

=====

(8)
A cluster of 2 separate species, ClH3N2OS in total at a distorted geometry. Source: the Open Molecules 2025 dataset; level of theory: ωB97M-V/def2-TZVPD.

```
8
Properties=species:S:1:pos:R:3:nbo_charge:R:1
N 1.42773 -0.52087 0.57741 -0.774
N -0.96800 0.69321 -0.83842 -1.038
O -2.48352 0.29044 1.06989 -0.867
S -1.42853 1.09124 0.52944 1.517
Cl 2.60364 0.44562 -0.45528 0.037
H 0.56018 -0.31830 0.07352 0.355
H -1.22428 -0.07601 -1.41149 0.402
H 1.51279 -1.60534 0.45494 0.369
```

Properties
- E_HOMO (eV) = -10.13
- LUMO (eV) = -0.83
- Kohn-Sham gap (eV) = 9.3